Molecular formula: C60H52F3HgN4O5P2SSi
Method: DFT, wB97M-V/def2-TZVPD

Element x y z (Å)
Hg  0.9402  -0.1338  0.3446
C  3.5664  -2.6699  1.2530
O  2.2980  -2.5816  0.6135
C  1.3424  -3.4296  1.1290
C  1.4800  -4.7969  0.9740
C  0.5501  -5.6791  1.5122
C  -0.5219  -5.1588  2.2258
C  -0.6747  -3.7927  2.3783
C  0.2452  -2.8759  1.8255
N  0.1283  -1.5051  1.9730
N  -0.6620  -1.1815  3.0069
C  -0.9515  0.0763  3.3801
C  -0.6075  1.3152  2.7248
O  0.1659  1.4227  1.6980
C  -1.1971  2.5135  3.2198
C  -1.9871  2.5659  4.3328
C  -2.2430  1.3925  5.0843
C  -2.9773  1.4229  6.2892
C  -3.2106  0.2826  7.0146
C  -2.6950  -0.9433  6.5598
C  -1.9712  -0.9981  5.3924
C  -1.7286  0.1538  4.6126
H  3.4627  -2.6409  2.3383
H  4.1393  -1.7945  0.9567
H  4.0974  -3.5812  0.9537
H  2.3415  -5.1728  0.4328
H  0.6720  -6.7476  1.3789
H  -1.2476  -5.8283  2.6761
H  -1.5031  -3.3832  2.9378
H  -0.9746  3.4102  2.6513
H  -2.4106  3.5092  4.6645
H  -3.3493  2.3797  6.6437
H  -3.7745  0.3279  7.9403
H  -2.8554  -1.8437  7.1423
H  -1.5473  -1.9320  5.0501
C  3.1487  -1.4551  -2.1806
Si  1.4181  -0.6319  -2.0619
C  0.4086  -1.8219  -3.2212
C  1.0404  -2.2526  -4.3996
C  0.4178  -3.0684  -5.3258
C  -0.8781  -3.5126  -5.0942
C  -1.5089  -3.1523  -3.9206
C  -0.8756  -2.3323  -2.9763
P  -1.7502  -1.9978  -1.3959
C  -2.2288  -3.6902  -0.8595
C  -1.5361  -4.8356  -1.2585
C  -1.8052  -6.0680  -0.6819
C  -2.7674  -6.1883  0.3091
C  -3.4286  -5.0525  0.7510
C  -3.1421  -3.8177  0.1925
C  -3.2891  -1.2974  -2.1280
C  -3.0915  -0.2046  -2.9811
C  -4.1610  0.4927  -3.5117
C  -5.4627  0.1305  -3.1835
C  -5.6699  -0.9269  -2.3135
C  -4.5953  -1.6354  -1.7886
C  1.7713  0.9084  -3.2351
C  1.4883  0.8624  -4.6095
C  1.9465  1.8181  -5.5020
C  2.7154  2.8786  -5.0500
C  2.9557  2.9954  -3.6939
C  2.4780  2.0449  -2.7862
P  2.7196  2.3246  -0.9893
C  1.7864  3.8748  -0.6887
C  1.7696  4.2901  0.6486
C  1.0209  5.3868  1.0421
C  0.2548  6.0754  0.1099
C  0.2386  5.6525  -1.2104
C  0.9921  4.5548  -1.6093
C  4.4627  2.8972  -1.0334
C  4.9320  4.0591  -0.4310
C  6.2909  4.3452  -0.4191
C  7.1997  3.4699  -0.9886
C  6.7420  2.3044  -1.5912
C  5.3870  2.0245  -1.6150
H  3.6512  -1.2789  -3.1357
H  3.0762  -2.5310  -2.0065
H  3.7741  -1.0410  -1.3855
H  2.0576  -1.9337  -4.5930
H  0.9413  -3.3662  -6.2276
H  -1.3791  -4.1547  -5.8095
H  -2.5035  -3.5284  -3.7089
H  -0.7751  -4.7662  -2.0234
H  -1.2481  -6.9401  -1.0028
H  -2.9768  -7.1534  0.7539
H  -4.1587  -5.1258  1.5486
H  -3.6282  -2.9338  0.5910
H  -2.0768  0.0982  -3.2171
H  -3.9833  1.3295  -4.1772
H  -6.3031  0.6783  -3.5922
H  -6.6811  -1.2038  -2.0373
H  -4.7902  -2.4662  -1.1240
H  0.8868  0.0536  -4.9950
H  1.7064  1.7327  -6.5566
H  3.1023  3.6165  -5.7439
H  3.5300  3.8363  -3.3209
H  2.3202  3.7097  1.3819
H  1.0131  5.6863  2.0831
H  -0.3511  6.9193  0.4185
H  -0.3790  6.1685  -1.9369
H  0.9384  4.2230  -2.6370
H  4.2382  4.7393  0.0444
H  6.6432  5.2527  0.0574
H  8.2617  3.6811  -0.9489
H  7.4434  1.6076  -2.0346
H  5.0303  1.1107  -2.0763
F  2.2643  2.5177  3.9310
C  2.8293  1.3292  4.1908
F  1.8688  0.4500  4.4526
F  3.5541  1.4797  5.3293
S  4.0068  0.8043  2.8626
O  4.9249  1.9229  2.8587
O  4.5342  -0.4338  3.3922
O  3.2250  0.6697  1.6392
C  -4.6843  0.5521  2.2332
C  -3.7539  1.0243  1.1695
C  -3.6983  2.1891  0.4408
C  -2.5463  2.0646  -0.3751
N  -1.9635  0.8997  -0.1761
N  -2.7093  0.2808  0.7483
C  -1.9783  3.0501  -1.3409
H  -5.5684  1.1870  2.2658
H  -4.1952  0.5831  3.2100
H  -4.9966  -0.4790  2.0499
H  -4.3758  3.0266  0.4982
H  -2.3691  -0.5825  1.1509
H  -2.7162  3.3189  -2.1011
H  -1.1025  2.6173  -1.8261
H  -1.6638  3.9572  -0.8207

Atoms 1-2, force components in eV/Å:
Hg -0.4054 -0.2432 -0.9011
C 0.1426 0.0737 0.0977

Values from the calculation:
Gap between HOMO and LUMO (spin up / spin down) in Eh: 0.15280 / 0.20967
Strongest force on any atom in eV Å⁻¹: 1.02
E_HOMO (spin up / spin down) in eV: -0.2 / -1.8
Relative energy (zero: lowest compared OMol25 entry of this formula, charge and spin) in kJ/mol: 87.4
DFT total energy in eV: -128882.1662
Multiplicity: 2
Lowest unoccupied orbital energy (spin up / spin down) in eV: 3.9 / 3.9
Net charge: -2

Atomic partial charges in e from the Löwdin method, atoms 1 to 99: 0.98 -0.08 -0.22 -0.26 -0.04 -0.14 -0.14 -0.04 -0.23 -0.09 0.02 -0.21 -0.39 -0.24 -0.03 -0.07 -0.21 -0.07 -0.14 -0.12 -0.04 -0.12 0.10 0.07 0.08 0.11 0.09 0.09 0.09 0.10 0.09 0.10 0.08 0.08 0.09 -0.23 0.58 -0.28 -0.13 -0.09 -0.09 -0.12 -0.40 1.10 -0.35 -0.08 -0.10 -0.12 -0.10 -0.13 -0.36 -0.11 -0.09 -0.11 -0.10 -0.09 -0.27 -0.11 -0.10 -0.10 -0.12 -0.40 1.09 -0.34 -0.10 -0.08 -0.11 -0.12 -0.10 -0.35 -0.08 -0.09 -0.11 -0.09 -0.10 0.02 0.03 0.01 0.09 0.09 0.09 0.11 0.10 0.10 0.10 0.10 0.09 0.10 0.10 0.09 0.09 0.08 0.08 0.09 0.09 0.11 0.11 0.10 0.09

Molecular formula: C4H5N3O
Method: DFT, wB97M-V/def2-TZVPD

Element x y z (Å)
C  0.9489  -0.7825  -1.3390
C  -0.0277  -1.1344  -0.4511
C  0.9318  1.2747  -0.5249
C  -0.0536  1.0031  0.4365
N  1.3438  0.5020  -1.4674
N  -0.3811  1.8884  1.2715
N  -0.6578  -0.3440  0.3959
O  -1.6229  -0.8448  1.2186
H  1.2133  -1.4476  -2.0291
H  -0.2223  -2.2001  -0.2833
H  1.2695  2.2477  -0.5038
H  -1.0648  1.6945  1.9692
H  -1.6770  -1.8570  1.3068

Atoms 1-2, force components in eV/Å:
C -2.5187 1.7218 2.2782
C 0.7785 -2.8330 -0.5816

Values from the calculation:
Gap between HOMO and LUMO in Eh: 0.29599
Strongest force on any atom in eV Å⁻¹: 4.85
E_HOMO in eV: -7.9
Relative energy (zero: lowest compared OMol25 entry of this formula, charge and spin) in kJ/mol: 447.2
DFT total energy in eV: -10742.9803
Lowest unoccupied orbital energy in eV: 0.1
SMILES: [H]/N=c1/cnccn1O

How positive or negative is each atom? The Löwdin charges in e answer that: -0.15 -0.08 -0.10 -0.33 0.09 0.14 -0.08 0.03 0.05 0.13 0.10 0.04 0.16

Molecular formula: C5H13OPS
Method: DFT, wB97M-V/def2-TZVPD

Element x y z (Å)
C  0.0592  -0.9614  0.0793
C  -1.4039  -0.4448  -1.7043
C  0.7261  -1.9642  -2.0806
C  0.6952  2.2921  3.2872
C  0.0942  -0.7626  -1.4060
O  -1.6830  0.9510  3.6758
P  -1.1731  2.0941  2.9502
S  1.2444  0.7061  -1.8249
H  -0.6014  -1.7167  0.4399
H  1.1216  -0.9897  0.4998
H  -0.2672  -0.0562  0.5906
H  -1.6298  0.0310  -2.7325
H  -1.9082  0.2155  -1.0299
H  -2.0378  -1.3660  -1.6569
H  0.3407  -2.9057  -1.8044
H  0.6954  -2.0108  -3.1949
H  1.8388  -1.8591  -1.9964
H  1.3088  1.3003  3.4435
H  0.8961  2.9209  4.2123
H  1.2656  2.8420  2.4719
H  0.4183  1.6842  -2.2193

Atoms 1-2, force components in eV/Å:
C 2.8711 1.6669 1.7674
C -0.6516 -0.4629 -3.0126

Values from the calculation:
Gap between HOMO and LUMO in Eh: 0.31533
Strongest force on any atom in eV Å⁻¹: 3.76
E_HOMO in eV: -9.2
Relative energy (zero: lowest compared OMol25 entry of this formula, charge and spin) in kJ/mol: 127.0
DFT total energy in eV: -27566.0436
Lowest unoccupied orbital energy in eV: -0.6
SMILES: CC(C)(C)S.CP=O

How positive or negative is each atom? The Löwdin charges in e answer that: -0.16 -0.12 -0.14 -0.37 -0.85 -0.51 0.77 0.72 0.08 0.10 0.05 0.10 0.05 0.09 0.06 0.09 0.08 0.06 0.03 0.02 -0.16

Molecular formula: C2H2N2O
Method: DFT, wB97M-V/def2-TZVPD

Element x y z (Å)
O  1.8362  0.2917  -0.0141
N  1.0288  1.1854  0.0516
C  -0.3677  0.9030  0.0826
C  -0.5277  -0.3962  -0.1040
N  -0.1249  -1.5230  -0.2874
H  -1.0863  1.7024  0.1122
H  -0.7584  -2.1634  0.1591

Atoms 1-2, force components in eV/Å:
O -0.1287 0.4370 0.2044
N 0.3754 0.2043 0.1932

Values from the calculation:
Gap between HOMO and LUMO in Eh: 0.31699
Strongest force on any atom in eV Å⁻¹: 1.74
E_HOMO in eV: -9.0
Relative energy (zero: lowest compared OMol25 entry of this formula, charge and spin) in kJ/mol: 416.4
DFT total energy in eV: -7129.5283
Lowest unoccupied orbital energy in eV: -0.4
SMILES: N=C=CN=O

How positive or negative is each atom? The Löwdin charges in e answer that: -0.05 -0.06 -0.13 -0.17 0.21 0.09 0.09

Question: What is the strongest force on any atom in the third record?
Answer: 3.76 eV Å⁻¹

Question: Which formula does entry 4 have?
Answer: C2H2N2O

Repeat the fourth record exactly.
Molecular formula: C2H2N2O
Method: DFT, wB97M-V/def2-TZVPD

Element x y z (Å)
O  1.8362  0.2917  -0.0141
N  1.0288  1.1854  0.0516
C  -0.3677  0.9030  0.0826
C  -0.5277  -0.3962  -0.1040
N  -0.1249  -1.5230  -0.2874
H  -1.0863  1.7024  0.1122
H  -0.7584  -2.1634  0.1591

Atoms 1-2, force components in eV/Å:
O -0.1287 0.4370 0.2044
N 0.3754 0.2043 0.1932

Values from the calculation:
Gap between HOMO and LUMO in Eh: 0.31699
Strongest force on any atom in eV Å⁻¹: 1.74
E_HOMO in eV: -9.0
Relative energy (zero: lowest compared OMol25 entry of this formula, charge and spin) in kJ/mol: 416.4
DFT total energy in eV: -7129.5283
Lowest unoccupied orbital energy in eV: -0.4
SMILES: N=C=CN=O

How positive or negative is each atom? The Löwdin charges in e answer that: -0.05 -0.06 -0.13 -0.17 0.21 0.09 0.09

Question: What is the formula in the fourth record?
Answer: C2H2N2O